Density functional theory data (ωB97M-V/def2-TZVPD) for a 20-piece molecular cluster, C35H56Cl40NO3P overall.

Computed properties:
**Largest force on an atom**: 0.0375 Eh/bohr
**Net charge**: 0
**Molecular weight**: 1987.93 g mol⁻¹
**HOMO-LUMO gap**: 6.1 eV
**Calculated total energy**: -555021.566 eV
**HOMO level**: -7.1 eV

Geometry as XYZ:
```
136
C35H56Cl40NO3P (ωB97M-V/def2-TZVPD)
C -0.4303 -3.6558 1.6594
C -0.4172 -3.8976 0.1338
N -1.1817 -2.9117 -0.6623
C -1.1874 -1.6187 -0.1015
C -0.0280 -0.8943 -0.2639
C 0.1866 0.3667 0.2316
C 1.5809 0.9255 -0.0467
Cl 1.6044 2.6086 -0.6712
C 2.5990 0.6990 1.1056
C 3.0536 -0.7875 1.0314
Cl 1.9252 0.9445 2.7497
C -0.8614 0.9690 0.9503
P -0.6242 2.7046 1.6497
C -2.0327 3.7299 0.9860
O -0.7220 2.6388 3.3252
C -2.0625 0.2694 1.1275
C -2.2238 -1.0358 0.6161
C -3.5153 -1.7951 0.8492
O -3.6023 -3.0137 0.8116
C -4.7449 -0.9878 1.1703
C -4.5753 0.2372 1.6351
C -3.2266 0.8423 1.8874
O -3.1644 1.7324 2.7104
H -1.4403 -3.4482 2.0318
H 0.1938 -2.8100 1.9588
H -0.1166 -4.5867 2.1444
H 0.6387 -3.7903 -0.1631
H -0.6772 -4.9317 -0.1060
H -2.1176 -3.2230 -0.8778
H 0.7779 -1.3628 -0.8233
H 1.9918 0.3408 -0.8856
H 3.4657 1.3489 0.9703
H 2.3408 -1.3477 1.6492
H 2.9675 -1.1998 0.0208
H 4.0614 -0.9331 1.4211
H -1.6106 4.7206 0.7866
H -2.3288 3.3256 0.0098
H -2.8643 3.8470 1.6836
H -0.9092 1.7353 3.6083
H -5.7233 -1.4412 1.0136
H -5.4513 0.8314 1.8928
C 1.6997 0.7527 -4.4469
Cl 0.9934 0.1118 -2.9550
Cl 3.3247 1.3825 -4.1525
H 1.7608 -0.0432 -5.1886
H 1.0702 1.5574 -4.8151
C 0.2382 5.5723 -3.4843
Cl 1.8873 5.6030 -2.8455
Cl -0.7863 4.4482 -2.5849
H -0.1842 6.5686 -3.4131
H 0.2707 5.2469 -4.5183
C 6.9156 3.3614 -4.6762
Cl 6.2064 2.7188 -3.1924
Cl 8.5421 3.9987 -4.4017
H 6.9724 2.5636 -5.4084
H 6.2842 4.1622 -5.0446
C -0.2166 5.3531 5.3454
Cl -0.0775 5.6794 3.6146
Cl -1.6805 6.0813 6.0269
H -0.2573 4.2782 5.4897
H 0.6487 5.7675 5.8519
C 0.2697 4.6882 -7.5935
Cl 1.7626 4.5110 -6.6599
Cl -1.0886 5.1730 -6.5721
H 0.4209 5.4442 -8.3557
H 0.0330 3.7353 -8.0548
C 7.3308 -0.0390 1.8950
Cl 6.2376 0.9305 2.8908
Cl 6.4808 -1.3979 1.1482
H 7.7437 0.5866 1.1131
H 8.1256 -0.4269 2.5216
C 2.9565 -0.6474 -8.2987
Cl 4.3635 -0.8391 -7.2494
Cl 1.5062 -0.2355 -7.3701
H 3.1530 0.1491 -9.0074
H 2.7803 -1.5797 -8.8229
C 6.4941 -2.8121 -2.6673
Cl 5.2973 -4.0163 -2.1746
Cl 5.9352 -1.8608 -4.0475
H 6.6766 -2.1408 -1.8343
H 7.4098 -3.3233 -2.9439
C 3.7090 7.2044 6.1398
Cl 2.5568 8.2295 7.0086
Cl 2.9160 5.7936 5.4346
H 4.1602 7.7831 5.3409
H 4.4712 6.8683 6.8335
C -3.1905 -4.7061 4.0140
Cl -1.9113 -5.9174 4.2078
Cl -2.7860 -3.1932 4.8312
H -3.3218 -4.5050 2.9547
H -4.1092 -5.0978 4.4365
C 0.5085 9.4760 3.0633
Cl 2.1709 9.9197 2.6511
Cl -0.6621 10.3891 2.1018
H 0.3719 8.4182 2.8693
H 0.3399 9.6862 4.1134
C -4.6409 -7.3231 6.5375
Cl -3.4459 -6.2787 7.3003
Cl -5.9723 -6.3703 5.8739
H -4.1583 -7.8588 5.7252
H -5.0336 -8.0235 7.2658
C -2.4557 -7.6664 -1.2583
Cl -1.9346 -7.3141 0.3968
Cl -1.0799 -7.8165 -2.3537
H -3.0079 -8.5998 -1.2585
H -3.0909 -6.8575 -1.6026
C 4.5722 4.1900 2.1977
Cl 5.9816 5.1849 2.6039
Cl 3.0671 5.0870 2.3652
H 4.6678 3.8538 1.1703
H 4.5430 3.3379 2.8672
C -5.5059 -7.4119 1.4362
Cl -5.8822 -7.4600 3.1564
Cl -6.6006 -8.4362 0.4912
H -5.6003 -6.3874 1.0910
H -4.4893 -7.7582 1.2951
C 9.8234 -0.4343 -1.4137
Cl 10.4673 -0.2177 0.2192
Cl 8.2412 0.3316 -1.6050
H 10.5127 0.0118 -2.1215
H 9.7232 -1.4962 -1.6097
C -4.7204 3.1401 -6.4721
Cl -4.1814 3.6180 -4.8587
Cl -3.3509 2.8091 -7.5404
H -5.3226 2.2426 -6.3894
H -5.3070 3.9460 -6.8983
C -7.9486 -2.8835 2.6358
Cl -6.6435 -3.9730 2.1839
Cl -8.1724 -1.6325 1.4065
H -8.8680 -3.4496 2.7347
H -7.6993 -2.4092 3.5786
C -9.6054 -7.2233 -1.5099
Cl -10.7214 -6.2500 -0.5437
Cl -10.4367 -8.5583 -2.3171
H -9.1514 -6.5887 -2.2627
H -8.8446 -7.6314 -0.8550
```

---

Density functional theory data (ωB97M-V/def2-TZVPD) for C35H56IrN4 as an isolated structure.

Computed properties:
**Largest force on an atom**: 0.1016 Eh/bohr
**Net charge**: -2
**Molecular weight**: 725.08 g mol⁻¹
**⟨S²⟩**: 8.77
**HOMO-LUMO gap (alpha / beta)**: 1.6 / 6.5 eV
**Calculated total energy**: -45994.554 eV
**Multiplicity**: 6
**HOMO level (alpha / beta)**: 2.3 / -3.4 eV

Geometry as XYZ:
```
96
C35H56IrN4 (ωB97M-V/def2-TZVPD)
Ir 0.0706 -0.6723 1.7325
C -0.7867 -1.7729 5.5991
C -0.6317 -1.2035 3.4464
N -0.0466 -1.0849 4.6755
H -2.6798 -2.8661 5.3396
N -1.8010 -1.8647 3.6630
H -0.4982 -1.8502 6.6315
C 0.7120 -2.4566 0.9984
C 0.4495 -2.7403 -0.3508
C 0.5156 -4.0731 -0.7752
C 0.8917 -5.0954 0.1024
C 1.2111 -4.7773 1.4243
C 1.1367 -3.4583 1.8846
H 0.1900 -1.9133 -1.0091
H 0.2680 -4.3317 -1.8071
H 1.5146 -5.5748 2.1066
H 1.4011 -3.1977 2.9073
C 0.9958 -6.5153 -0.3734
H 0.9499 -7.2060 0.4731
H 1.9465 -6.6882 -0.8932
H 0.1896 -6.7547 -1.0732
C 1.2316 -0.3915 4.9225
C 1.4933 -0.3336 6.4165
C 2.3577 -1.1292 4.2235
H 1.6228 -1.3316 6.8505
H 2.4258 0.2188 6.5855
H 0.6958 0.1980 6.9489
H 2.0987 1.5311 4.6071
H 0.3159 1.5658 4.7709
H 2.2227 -1.1329 3.1286
C 1.1644 1.0127 4.3527
H 2.4290 -2.1609 4.5840
H 3.2999 -0.6077 4.4358
H 1.0777 1.0155 3.2524
C -1.8632 -2.2758 4.9649
C -2.4891 -3.6457 2.1457
H -2.4870 -4.3756 2.9635
H -3.2468 -3.9322 1.4046
C -2.8001 -2.2407 2.6451
H -3.5103 -1.5425 0.7666
C -4.1821 -2.2034 3.2752
H -4.3834 -1.2307 3.7388
H -1.5051 -3.6532 1.6575
H -1.7698 -1.3700 0.9214
H -4.3213 -2.9956 4.0185
H -4.9257 -2.3593 2.4840
C -2.7320 -1.2716 1.4898
H -2.8659 -0.2338 1.8089
C 2.6663 2.2447 -6.3188
N 2.5369 2.1116 -4.9490
H 1.1523 1.9135 -7.8790
N 0.6322 1.6255 -5.7854
H 3.5744 2.5336 -6.8163
C 3.5644 2.3725 -3.9404
C 4.8660 2.7581 -4.6095
C 3.0602 3.4833 -3.0315
H 4.7656 3.6852 -5.1875
H 5.6176 2.9326 -3.8297
H 5.2395 1.9567 -5.2586
H 4.4429 1.2837 -2.3196
H 4.0627 0.2784 -3.7398
H 2.1036 3.2021 -2.5774
C 3.7085 1.1061 -3.1142
H 2.9378 4.4191 -3.5898
H 3.7973 3.6490 -2.2357
H 2.7472 0.8354 -2.6639
C 1.4587 1.9353 -6.8487
C -1.5772 2.2846 -5.0623
H -1.5009 3.2776 -5.5212
H -2.6336 1.9869 -5.0573
C -0.7839 1.2588 -5.8572
H -1.9919 -0.3740 -5.1780
C -1.2426 1.2113 -7.2998
H -0.6855 0.4637 -7.8781
H -1.2158 2.3314 -4.0291
H -0.5702 -0.0405 -4.1473
H -1.1597 2.1915 -7.7859
H -2.3013 0.9219 -7.3174
C -0.9318 -0.0927 -5.1801
H -0.3681 -0.8591 -5.7250
C 1.2942 1.7035 -4.6059
C -1.1599 4.3803 2.4132
C -2.0493 3.2079 1.9933
C -2.8850 2.7412 3.1947
C -2.9919 3.6626 0.8785
C -1.1828 2.1236 1.5011
C -0.5565 1.0438 1.4483
H -1.7806 5.2030 2.7861
H -0.5736 4.7330 1.5588
H -0.4654 4.0760 3.2042
H -3.4855 3.5782 3.5741
H -3.5646 1.9304 2.9040
H -2.2426 2.3744 4.0053
H -2.4193 3.9933 0.0074
H -3.6473 2.8412 0.5716
H -3.6137 4.4930 1.2329
```

---

Question: largest force on an atom of number 1 (C35H56Cl40NO3P)?
Answer: 0.0375 Eh/bohr